1.
Here is the ion C6H9N2 with charge +1 from the OMol25 dataset. Energies are from ωB97M-V/def2-TZVPD.

Geometry as XYZ:
```
17
Properties=species:S:1:pos:R:3:mulliken_charge:R:1
C -4.019 -0.786 -0.144 -0.06
C -3.079 -0.042 0.054 -0.75
C 2.698 -0.339 -0.172 -0.38
C 0.512 0.930 -0.283 -0.63
C -1.917 0.710 -0.077 0.56
C 1.536 0.173 0.550 -0.11
N 1.572 -1.150 0.020 -0.47
N -0.747 0.290 0.046 -0.06
H -4.920 -1.284 -0.006 0.43
H 2.896 0.058 -1.187 0.23
H 3.622 -0.508 0.515 0.28
H 0.295 1.957 -0.419 0.47
H 0.806 0.518 -1.190 0.29
H -2.084 1.768 -0.324 0.34
H 1.672 0.320 1.636 0.32
H -0.598 -0.683 0.393 0.35
H 1.757 -1.932 0.588 0.21
```

The orbital gap is 8.766 eV. The calculation puts the energy relative to the best compared isomer or geometry (same formula, charge and spin) at 118.7 kcal/mol. The largest force on an atom comes out at 3.75 eV/A. Its net charge is +1. The value obtained for the HOMO energy is -14.0 eV.

***

2.
Here is an isolated molecule of C6H10S from the OMol25 dataset. Energies are from ωB97M-V/def2-TZVPD.

Geometry as XYZ:
```
17
Properties=species:S:1:pos:R:3:mulliken_charge:R:1
C 0.240 1.335 -0.178 -0.68
C 1.245 0.272 0.371 -0.64
C 0.665 -1.034 1.029 -0.70
C -0.787 -0.983 0.637 -0.10
C -0.855 -0.722 -0.815 -0.18
C -0.899 0.782 -1.091 -0.52
H -0.254 1.817 0.651 0.32
H 0.796 2.128 -0.691 0.37
H 1.838 -0.079 -0.478 0.30
H 1.960 0.741 1.073 0.38
H 0.812 -1.006 2.129 0.30
H 1.114 -1.938 0.651 0.28
H -1.406 -0.284 1.244 0.26
H 0.005 -1.153 -1.304 0.23
H -0.734 0.972 -2.178 0.29
H -1.859 1.237 -0.771 0.26
S -1.882 -2.087 -0.279 -0.18
```

The orbital gap is 9.821 eV. The calculation puts the energy relative to the best compared isomer or geometry (same formula, charge and spin) at 40.1 kcal/mol. The largest force on an atom comes out at 1.48 eV/A. Its net charge is 0. The value obtained for the HOMO energy is -8.7 eV.

***

3.
Here is an isolated molecule of C3H9ClOSi from the OMol25 dataset. Energies are from ωB97M-V/def2-TZVPD.

Geometry as XYZ:
```
15
Properties=species:S:1:pos:R:3:mulliken_charge:R:1
C 0.801 1.356 -2.044 -0.66
C -0.849 -0.149 1.294 -0.88
C 1.300 -2.061 -0.050 -0.65
O 0.188 0.727 -0.958 -0.18
Si 0.727 0.001 0.374 0.44
Cl 2.901 -2.361 0.659 -0.22
H 0.633 0.974 -3.031 0.27
H 1.873 1.353 -2.023 0.31
H 0.354 2.398 -1.955 0.22
H -0.606 -0.540 2.340 0.30
H -1.380 0.797 1.405 0.32
H -1.423 -1.001 0.804 0.26
H 1.120 -2.229 -1.115 0.36
H 0.714 -2.691 0.613 0.27
H 1.934 0.729 0.722 -0.15
```

The orbital gap is 9.944 eV. The calculation puts the energy relative to the best compared isomer or geometry (same formula, charge and spin) at 79.3 kcal/mol. The largest force on an atom comes out at 3.47 eV/A. Its net charge is 0. The value obtained for the HOMO energy is -9.1 eV.

***

4.
Here is a cluster of 2 separate species, CNO3S2 in total from the OMol25 dataset. Energies are from ωB97M-V/def2-TZVPD.

Geometry as XYZ:
```
7
Properties=species:S:1:pos:R:3:mulliken_charge:R:1
C 1.119 0.675 -1.173 0.43
N 0.846 1.649 -1.716 -0.62
O -1.787 0.464 1.870 -0.43
O -1.684 -1.998 2.268 -0.43
O 1.378 -0.430 -0.730 -0.70
S -2.407 -1.274 -0.390 -0.13
S -1.563 -0.912 1.323 0.88
```

The orbital gap (alpha / beta) is 4.236 / 4.206 eV. The calculation puts the energy relative to the best compared isomer or geometry (same formula, charge and spin) at 54.1 kcal/mol. The largest force on an atom comes out at 4.82 eV/A. Its net charge is -1. The value obtained for the HOMO energy (alpha / beta) is -4.1 / -4.1 eV.

***

5.
Here is a structure of composition C25H20BrN7O2Pt from the OMol25 dataset. Energies are from ωB97M-V/def2-TZVPD.

Geometry as XYZ:
```
56
Properties=species:S:1:pos:R:3:mulliken_charge:R:1
Pt -0.345 0.433 -0.427 0.47
C 2.791 3.186 -1.339 -1.01
C 3.968 2.548 -0.954 -0.46
C 3.897 1.240 -0.548 -0.57
C 2.669 0.562 -0.508 0.61
N 1.521 1.205 -0.837 0.13
C 1.615 2.491 -1.259 0.06
N 2.774 -0.775 -0.175 -0.52
C 1.798 -1.617 -0.173 -0.50
N 0.461 -1.340 -0.195 -0.04
C -0.268 -2.523 -0.222 0.36
N -1.536 -2.678 -0.248 -0.53
C -2.461 -1.671 -0.061 0.39
C -3.795 -2.092 0.014 -0.53
C -4.780 -1.219 0.404 -0.42
C -4.420 0.082 0.756 -0.94
C -3.110 0.456 0.615 0.05
N -2.142 -0.374 0.161 0.03
C 0.697 -3.636 -0.178 0.11
C 0.506 -5.003 -0.189 -0.19
C 1.645 -5.801 -0.124 -0.66
C 2.920 -5.242 -0.053 -0.67
C 3.104 -3.863 -0.049 -0.26
C 1.968 -3.079 -0.108 0.41
H 2.786 4.204 -1.698 0.47
H 4.919 3.061 -0.995 0.47
H 4.776 0.674 -0.280 0.51
H 0.691 2.961 -1.547 0.40
H -3.997 -3.129 -0.208 0.53
H -5.809 -1.545 0.469 0.45
H -5.145 0.792 1.126 0.46
H -2.793 1.455 0.866 0.41
H -0.485 -5.430 -0.254 0.56
H 1.541 -6.877 -0.133 0.44
H 3.781 -5.895 -0.009 0.43
H 4.091 -3.423 -0.013 0.56
N 1.397 -0.719 2.642 0.20
C 1.521 -0.090 3.735 -0.23
C 0.797 2.931 3.062 0.71
O 1.303 3.053 4.095 -0.40
O 0.305 2.734 2.028 -0.34
H 0.525 -1.147 2.338 0.12
H 2.179 -0.852 1.988 0.12
H 2.477 0.343 4.005 0.33
H 0.668 0.012 4.396 0.36
Br -1.432 0.548 -3.449 -0.02
C -1.858 2.046 -2.402 0.44
C -2.648 3.033 -2.970 -0.71
C -2.964 4.150 -2.221 -0.38
C -2.473 4.248 -0.925 -0.98
C -1.698 3.225 -0.433 0.07
N -1.386 2.124 -1.147 -0.16
H -2.999 2.912 -3.984 0.50
H -3.579 4.933 -2.643 0.43
H -2.684 5.106 -0.304 0.48
H -1.284 3.267 0.562 0.44
```

The orbital gap is 6.562 eV. The calculation puts the energy relative to the best compared isomer or geometry (same formula, charge and spin) at 0.0 kcal/mol. The largest force on an atom comes out at 0.40 eV/A. Its net charge is +2. The value obtained for the HOMO energy is -13.7 eV.

***

6.
Here is a cluster of 8 separate species, C10H36O13 in total from the OMol25 dataset. Energies are from ωB97M-V/def2-TZVPD.

Geometry as XYZ:
```
59
Properties=species:S:1:pos:R:3:mulliken_charge:R:1
C -1.568 4.877 -1.292 -0.46
C -0.846 4.076 -0.102 -0.23
O -1.751 3.150 0.463 -0.52
O -0.985 6.143 -1.525 -0.55
H -2.568 5.109 -0.927 0.29
H -1.512 4.295 -2.213 0.30
H -0.551 4.756 0.696 0.45
H 0.075 3.641 -0.488 0.17
H -1.761 2.368 -0.094 0.34
H -1.065 6.677 -0.731 0.30
C 1.745 -4.188 0.928 -0.29
C 1.150 -3.783 -0.398 -0.60
O 1.014 -2.306 -0.396 -0.42
O 2.863 -3.434 1.312 -0.54
H 2.151 -5.200 0.925 0.43
H 1.089 -4.000 1.778 0.17
H 0.097 -4.016 -0.553 0.25
H 1.960 -3.839 -1.124 0.30
H 1.901 -1.963 -0.525 0.24
H 3.406 -3.895 1.956 0.30
C -1.726 -1.150 2.550 -0.30
C -2.996 -1.860 1.996 -0.64
O -2.596 -2.523 0.729 -0.54
O -2.009 0.098 3.163 -0.55
H -0.921 -1.053 1.823 0.18
H -1.386 -1.813 3.346 0.49
H -3.736 -1.078 1.825 0.45
H -3.376 -2.539 2.759 0.33
H -2.148 -3.368 0.818 0.26
H -1.364 0.291 3.847 0.30
C 1.041 -1.261 -3.818 0.18
C 0.385 0.149 -3.976 -0.41
O 1.126 1.154 -3.109 -0.61
O 2.445 -1.302 -4.129 -0.54
H 0.569 -1.899 -4.565 0.42
H 0.774 -1.635 -2.830 -0.27
H -0.648 0.334 -3.682 0.25
H 0.530 0.405 -5.025 0.28
H 0.940 0.972 -2.185 0.42
H 2.803 -0.794 -3.397 0.36
C 2.882 1.848 2.337 -0.41
C 1.629 1.054 2.694 -0.52
O 1.600 -0.348 2.294 -0.30
O 3.102 1.667 0.942 -0.52
H 3.787 1.450 2.794 0.28
H 2.836 2.923 2.514 0.32
H 0.898 1.593 2.092 0.23
H 1.329 1.196 3.732 0.37
H 2.454 -0.696 2.560 0.25
H 2.459 0.990 0.718 0.32
O -2.532 0.708 -0.263 -0.78
H -3.303 1.266 -0.162 0.27
H -2.437 0.273 0.585 0.23
O 0.182 0.507 -0.677 0.17
H -0.609 0.280 -1.165 0.12
H 0.352 -0.258 -0.127 -0.12
O -2.339 -1.502 -1.922 -0.66
H -2.305 -1.955 -1.079 0.40
H -2.535 -0.592 -1.698 0.36
```

The orbital gap is 9.413 eV. The calculation puts the energy relative to the best compared isomer or geometry (same formula, charge and spin) at 57.3 kcal/mol. The largest force on an atom comes out at 3.80 eV/A. Its net charge is 0. The value obtained for the HOMO energy is -9.3 eV.

***

7.
Here is a structure of composition C30H50I2N7O7P2SbSi3Ti from the OMol25 dataset. Energies are from ωB97M-V/def2-TZVPD.

Geometry as XYZ:
```
103
Properties=species:S:1:pos:R:3:mulliken_charge:R:1
Ti -1.206 -0.321 -0.034 0.78
C 2.363 2.248 4.697 -1.44
Sb 2.284 0.969 2.961 -0.61
C 0.261 1.496 2.010 0.57
C -0.758 1.286 3.103 0.79
C -0.782 1.985 4.261 -0.28
C -1.634 1.715 5.389 -1.47
C -2.108 0.502 5.779 -1.13
C -1.675 -0.709 5.163 -0.08
N -1.359 -0.793 3.902 1.63
Si -0.243 3.238 1.342 1.04
C -2.116 3.369 1.248 -0.99
C 0.229 4.590 2.563 -1.32
C 0.464 3.612 -0.347 -0.70
C 4.289 1.599 2.141 2.82
C 4.154 1.416 0.662 -1.90
C 5.252 1.306 -0.204 -0.66
C 5.041 1.188 -1.561 -1.23
C 3.738 1.177 -2.046 -1.24
C 2.711 1.257 -1.128 -0.28
N 2.906 1.367 0.187 0.85
Si 5.437 0.255 2.877 0.64
C 5.151 0.024 4.720 -1.24
C 5.118 -1.369 2.002 -1.13
C 7.276 0.631 2.713 -1.18
Si 4.893 3.376 2.456 0.28
C 6.386 3.817 1.397 -1.38
C 3.558 4.599 1.957 -0.80
C 5.451 3.681 4.223 -1.06
H 1.541 2.008 5.367 0.56
H 2.369 3.314 4.479 0.38
H 3.289 1.983 5.202 0.54
H -0.091 2.808 4.382 1.13
H -1.832 2.550 6.052 0.49
H -2.677 0.403 6.691 0.46
H -1.425 -1.581 5.753 0.56
H -2.568 3.291 2.238 0.35
H -2.598 2.653 0.589 -0.24
H -2.347 4.370 0.868 0.50
H -0.620 4.810 3.213 0.39
H 0.465 5.502 2.009 0.35
H 1.088 4.362 3.189 0.08
H 0.111 2.894 -1.089 -0.18
H 1.552 3.611 -0.353 0.25
H 0.119 4.602 -0.655 0.58
H 6.256 1.330 0.192 0.48
H 5.883 1.113 -2.238 0.45
H 3.525 1.102 -3.103 0.54
H 1.677 1.217 -1.445 0.10
H 4.147 -0.321 4.970 0.31
H 5.360 0.932 5.288 0.35
H 5.850 -0.743 5.064 0.50
H 4.077 -1.686 2.083 0.22
H 5.742 -2.150 2.445 0.53
H 5.368 -1.304 0.941 0.27
H 7.555 1.607 3.110 0.31
H 7.636 0.565 1.686 0.35
H 7.818 -0.121 3.291 0.47
H 6.141 3.842 0.335 0.37
H 7.246 3.163 1.537 0.32
H 6.692 4.828 1.685 0.42
H 3.943 5.297 1.211 0.47
H 3.197 5.189 2.801 0.43
H 2.705 4.085 1.515 -0.28
H 6.285 3.035 4.503 0.26
H 4.668 3.571 4.970 0.37
H 5.812 4.712 4.276 0.47
N 2.306 -2.960 -0.849 -0.04
C 1.755 -2.086 -1.692 -0.54
N 1.048 -1.210 -1.016 -0.01
C 1.193 -1.612 0.286 -0.24
N 1.947 -2.683 0.427 -0.82
C 0.314 -0.963 1.277 1.83
C 0.136 -1.808 2.455 -1.62
N -0.529 -1.844 3.551 -1.20
C -1.859 0.243 2.993 -0.73
C -2.411 -0.242 1.638 -2.52
N 0.115 0.433 1.025 1.01
H 2.910 -3.740 -1.044 0.20
H 1.895 -2.118 -2.760 0.54
H 0.712 -2.723 2.350 0.68
H -2.733 0.635 3.522 0.41
H -3.351 0.295 1.489 1.19
C -4.619 -0.548 -2.089 -1.55
C -3.490 -0.050 -2.994 1.00
O -3.949 0.220 -4.312 -0.63
P -2.791 1.492 -2.359 0.44
O -1.933 2.169 -3.486 -0.60
O -3.921 2.540 -2.052 -0.54
O -2.021 1.228 -1.098 -0.38
P -2.136 -1.306 -3.059 1.00
O -0.892 -0.417 -3.676 -0.59
O -2.510 -2.342 -4.037 -0.81
O -1.798 -1.609 -1.616 -0.51
H -5.452 0.154 -2.116 0.36
H -4.296 -0.683 -1.057 0.10
H -4.963 -1.515 -2.459 0.43
H -3.917 -0.621 -4.795 0.44
H -1.341 1.506 -3.890 0.47
H -4.381 2.880 -2.829 0.38
H -0.654 -0.809 -4.526 0.24
I -3.064 -2.297 1.502 0.02
I -5.177 -0.328 4.401 -0.62
```

The orbital gap is 5.690 eV. The calculation puts the energy relative to the best compared isomer or geometry (same formula, charge and spin) at 120.3 kcal/mol. The largest force on an atom comes out at 0.98 eV/A. Its net charge is 0. The value obtained for the HOMO energy is -6.5 eV.

***

8.
Here is a structure of composition C35H37IP2Pt from the OMol25 dataset. Energies are from ωB97M-V/def2-TZVPD.

Geometry as XYZ:
```
76
Properties=species:S:1:pos:R:3:mulliken_charge:R:1
Pt 0.129 -0.095 5.229 0.98
C -1.808 -0.179 6.593 -0.60
C -2.061 -0.413 5.231 -0.19
C -2.739 0.538 4.256 -0.95
C -1.783 1.473 3.479 -0.89
C -0.445 1.688 4.158 -0.58
C -0.358 2.027 5.539 -0.71
C -1.554 2.312 6.424 -1.01
C -1.929 1.122 7.310 -0.87
C 2.058 0.469 5.348 -1.00
H -1.717 -1.026 7.276 0.48
H -2.167 -1.465 4.938 0.69
H -3.569 1.082 4.733 0.46
H -3.245 -0.086 3.504 0.31
H -1.640 1.003 2.491 0.42
H -2.304 2.422 3.262 0.42
H 0.389 1.997 3.504 0.76
H 0.569 2.505 5.884 0.64
H -2.426 2.683 5.876 0.34
H -1.242 3.123 7.092 0.43
H -1.229 1.120 8.162 0.44
H -2.919 1.288 7.770 0.37
H 2.695 -0.201 5.943 0.39
H 2.159 1.505 5.715 0.28
H 2.350 0.437 4.277 0.37
P -0.109 -2.020 -2.498 0.37
P 1.779 0.431 -2.851 0.21
C -0.810 -0.440 -3.018 -0.38
C 0.061 0.514 -3.457 -0.81
C -0.718 -3.268 -3.752 0.30
C -1.859 -3.045 -4.537 0.06
C -2.371 -4.064 -5.352 -0.61
C -1.688 -5.274 -5.493 -0.48
C -0.476 -5.458 -4.813 -0.55
C 0.008 -4.469 -3.949 -0.47
C -1.065 -2.264 -0.971 0.60
C -0.703 -1.377 0.064 -0.85
C -1.366 -1.445 1.287 -0.01
C -2.374 -2.404 1.481 -0.86
C -2.758 -3.249 0.431 -0.75
C -2.137 -3.156 -0.818 -0.45
C 2.612 1.090 -4.382 0.38
C 2.529 0.258 -5.521 -0.30
C 2.944 0.721 -6.774 -0.65
C 3.520 1.996 -6.900 -0.45
C 3.672 2.796 -5.762 -0.58
C 3.207 2.354 -4.514 -0.30
C 1.970 1.832 -1.692 0.48
C 3.153 1.901 -0.927 -0.37
C 3.409 3.041 -0.162 -0.69
C 2.467 4.080 -0.109 -0.52
C 1.250 3.949 -0.787 -0.73
C 0.989 2.826 -1.572 -0.15
H -1.889 -0.297 -2.888 0.68
H -0.177 1.269 -4.204 0.71
H -2.365 -2.076 -4.509 0.35
H -3.310 -3.911 -5.883 0.41
H -2.085 -6.070 -6.125 0.40
H 0.093 -6.383 -4.958 0.38
H 0.950 -4.620 -3.410 0.39
H 0.072 -0.620 -0.110 0.32
H -1.077 -0.776 2.103 0.67
H -2.851 -2.486 2.464 0.29
H -3.545 -3.990 0.587 0.41
H -2.491 -3.747 -1.663 0.39
H 2.098 -0.742 -5.423 0.41
H 2.812 0.099 -7.663 0.38
H 3.844 2.365 -7.880 0.38
H 4.142 3.781 -5.844 0.38
H 3.283 3.009 -3.643 0.32
H 3.880 1.082 -0.965 0.42
H 4.357 3.134 0.377 0.47
H 2.698 4.992 0.448 0.46
H 0.507 4.743 -0.722 0.45
H 0.046 2.746 -2.114 0.41
I 0.661 -2.687 5.376 0.13
```

The spin multiplicity is 5. The orbital gap (alpha / beta) is 6.473 / 4.131 eV. As for the expectation value of S²: 6.03. The calculation puts the energy relative to the best compared isomer or geometry (same formula, charge and spin) at 5.6 kcal/mol. The largest force on an atom comes out at 2.95 eV/A. Its net charge is +2. The value obtained for the HOMO energy (alpha / beta) is -11.4 / -13.2 eV.